Below is 2 unconnected molecules or ions with the total composition C7H14B3NO4S in a non-equilibrium geometry, with properties calculated with the ωB97M-V functional and the def2-TZVPD basis.

Computed properties:
* highest occupied orbital energy: -8.38 eV
* orbital gap: 8.67 eV
* strongest force on any atom: 5.0 eV/A
* total charge: 0

```
30
C7H14B3NO4S the ωB97M-V functional and the def2-TZVPD basis
C -4.50806 2.89678 0.01972
C -4.63345 1.62052 -1.03884
O -3.67150 1.67490 -2.15062
C -2.29047 1.42339 -1.71280
B -1.76699 -0.12585 -1.90955
O -2.41849 -1.01070 -2.90482
B -1.68967 -2.30359 -2.90711
O -1.49339 -2.93949 -1.56147
B -0.56478 -1.98949 -0.85843
S 0.70971 -2.82291 0.30447
O -0.59046 -0.52841 -1.06311
H -4.46808 3.94645 -0.53677
H -5.37690 2.84654 0.82692
H -3.48345 2.84096 0.62983
H -4.67328 0.56999 -0.48526
H -5.71392 1.74171 -1.53213
H -2.05185 1.73165 -0.60947
H -1.59064 2.10511 -2.39837
H -1.26400 -2.83951 -3.86439
H 1.26853 -1.86116 1.17732
N 5.55687 -1.57667 1.75115
C 6.11805 -0.74331 2.68342
C 5.17025 0.18653 3.04851
C 3.99419 -0.09978 2.31494
C 4.26015 -1.19506 1.52402
H 6.02585 -2.35241 1.30181
H 7.14151 -0.88193 3.00518
H 5.31035 0.98407 3.76658
H 3.05423 0.43500 2.35936
H 3.63972 -1.73332 0.81994
```

***

Below is 2 unconnected molecules or ions with the total composition C2O2S in a non-equilibrium geometry, with properties calculated with the ωB97M-V functional and the def2-TZVPD basis.

Computed properties:
* highest occupied orbital energy: -11.34 eV
* orbital gap: 10.83 eV
* strongest force on any atom: 3.8 eV/A
* total charge: 0

```
5
C2O2S the ωB97M-V functional and the def2-TZVPD basis
C -0.78605 0.57401 -0.10112
C 1.32119 -1.01292 -0.09798
O -0.67759 0.50901 -1.26031
O -1.13939 0.75934 0.96475
S 2.55235 -1.40062 0.71568
```

***

Below is a gas-phase ion, C3H5N2OS (charge +1) in a non-equilibrium geometry, with properties calculated with the ωB97M-V functional and the def2-TZVPD basis.

Computed properties:
* highest occupied orbital energy: -13.39 eV
* orbital gap: 9.04 eV
* strongest force on any atom: 4.7 eV/A
* total charge: +1

```
12
C3H5N2OS the ωB97M-V functional and the def2-TZVPD basis
C 1.28472 -0.53046 0.20436
C -2.00741 0.78088 0.03047
C -0.76902 0.52643 -0.31002
N -0.07017 -0.63619 0.08719
N 1.91933 0.63811 0.19897
O -3.11746 1.01981 0.15368
S -1.06049 -2.10765 0.19656
H 1.73114 -1.53683 0.16508
H -0.09960 1.29337 -0.75835
H 1.37248 1.47844 0.27920
H 2.84665 0.63044 0.31896
H -2.03016 -1.55635 -0.56611
```